Entry 1:
A 2-piece molecular cluster, C4H13NO overall. Source: OMol25; level of theory: ωB97M-V/def2-TZVPD.

Orbital gap (eV): 10.75

Geometry as XYZ:
```
19
Properties=species:S:1:pos:R:3:forces:R:3:nbo_charge:R:1
C 0.584 2.734 0.892 -0.33 0.65 -0.19 -0.6040
C -0.438 3.867 1.093 0.14 -0.57 0.59 -0.3894
C -0.741 4.138 2.576 0.29 -0.02 -0.57 -0.6042
H 1.411 2.837 1.591 0.09 -0.10 0.06 0.1982
H 0.984 2.789 -0.120 0.06 -0.17 -0.04 0.2058
H 0.102 1.772 1.020 0.07 -0.29 0.14 0.2020
H -1.356 3.578 0.575 0.00 0.33 -0.11 0.1940
H -0.045 4.783 0.670 -0.02 0.19 -0.30 0.1914
H 0.199 4.170 3.122 0.13 0.06 0.17 0.1969
H -1.208 5.119 2.677 -0.25 -0.21 0.21 0.2072
H -1.342 3.345 3.018 -0.18 0.11 0.05 0.2019
N -0.207 -4.035 -1.492 0.40 -0.20 0.22 -0.8348
C 0.534 -5.163 -1.932 -0.26 -0.39 -0.71 0.0831
O 0.046 -5.696 -3.199 0.01 0.13 0.41 -0.7564
H -0.181 -3.315 -2.198 -0.42 0.13 0.06 0.3637
H -1.141 -4.298 -1.209 -0.03 0.28 -0.28 0.3670
H 1.575 -4.898 -2.080 0.21 0.09 0.20 0.1510
H 0.444 -5.955 -1.191 0.09 -0.03 0.07 0.1603
H 0.781 -5.772 -3.813 0.01 -0.01 0.03 0.4662
```
Forces are in eV/Å.

=====

Entry 2:
One molecule with the formula C4H5N3O at a distorted geometry. Source: OMol25; level of theory: ωB97M-V/def2-TZVPD.

Orbital gap (eV): 8.31

Geometry as XYZ:
```
13
Properties=species:S:1:pos:R:3:forces:R:3:nbo_charge:R:1
C -2.679 0.158 -0.053 1.57 0.03 1.01 -0.3311
C -1.551 -0.628 0.042 -4.24 -0.31 0.08 -0.2687
C -0.173 -0.352 0.075 4.22 0.17 -1.36 0.4444
C 2.384 0.010 -0.147 3.23 -2.31 2.01 0.1822
H -2.513 1.208 0.202 -0.20 0.01 -0.75 0.1965
H -3.767 -0.128 -0.150 1.74 -0.25 0.16 0.2228
H -1.672 -1.696 0.124 -0.18 -0.29 -0.41 0.2364
H 3.524 0.092 -0.062 -1.65 0.60 -0.60 0.1998
H 1.826 1.960 -0.039 1.09 1.78 -0.67 0.3802
N 0.668 -1.360 0.089 -2.10 -0.36 1.06 -0.3098
N 2.043 -1.277 -0.114 -1.35 4.49 -0.87 -0.2460
N 1.621 1.090 0.342 -1.87 -2.97 -0.82 -0.3176
O 0.289 0.924 -0.310 -0.26 -0.59 1.15 -0.3890
```
Forces are in eV/Å.

=====

Entry 3:
A 8-piece molecular cluster, C41H74ClF7N3O18S8 overall at a distorted geometry. Source: OMol25; level of theory: ωB97M-V/def2-TZVPD.

Orbital gap (eV): 7.84
Charge: +1

Geometry as XYZ:
```
152
Properties=species:S:1:pos:R:3:forces:R:3:mulliken_charge:R:1
C 6.324 -0.594 2.816 0.04 0.01 -0.31 -1.2438
C 6.541 0.173 1.502 -0.08 0.66 1.22 -0.7205
C 6.019 1.613 1.603 0.67 -0.55 -0.46 0.1151
O 4.681 1.742 1.140 -0.25 0.26 0.13 -0.2792
C 3.725 1.965 2.136 0.14 0.12 0.05 -0.9601
C 3.823 3.412 2.637 1.28 -0.14 -0.10 1.3700
C 3.779 4.358 1.450 -1.24 -0.01 0.22 -1.1406
C 3.433 5.800 1.798 0.45 -0.63 0.21 0.0991
S 4.861 6.837 2.250 -0.14 2.10 -2.23 1.3617
O 5.955 6.579 1.364 0.08 -1.08 0.72 -0.5397
O 4.375 8.189 2.173 -0.62 -0.37 1.04 -0.6737
C 5.323 6.629 4.040 0.80 -0.20 0.60 0.4598
F 4.218 6.612 4.816 -0.26 -0.12 -0.30 -0.2749
F 5.992 7.742 4.344 0.04 0.02 -0.34 -0.2711
C 6.224 5.394 4.411 0.04 0.39 0.76 0.6557
F 6.761 4.800 3.345 -0.27 0.03 -0.03 -0.2288
F 5.434 4.516 5.083 0.04 -0.16 -0.29 -0.3256
C 7.387 5.742 5.396 0.49 -1.14 0.06 0.5936
F 7.929 4.552 5.735 -0.18 0.58 -0.07 -0.2333
F 8.328 6.462 4.799 -0.43 0.13 0.32 -0.2081
F 6.926 6.314 6.505 0.15 0.18 -0.46 -0.2287
N 2.317 5.916 2.736 0.53 -0.42 -0.06 -0.3936
C 1.954 4.741 3.364 -0.10 0.13 -0.04 0.1886
N 0.700 4.600 3.641 -0.61 -0.24 0.61 0.0084
C 0.129 3.436 4.334 0.04 0.36 0.51 -0.8240
C -0.032 2.251 3.401 0.45 -0.87 0.30 0.7507
O -0.688 2.265 2.420 -0.27 0.45 -0.51 -0.4884
Cl 0.800 0.809 3.918 -0.06 0.15 0.10 -0.1188
N 2.819 3.713 3.684 -0.24 0.21 -0.63 0.1249
H 6.452 0.054 3.681 0.04 0.18 0.06 0.3056
H 7.082 -1.364 2.918 -0.15 -0.38 0.01 0.3951
H 5.329 -1.027 2.884 -0.07 -0.19 0.01 0.2707
H 7.613 0.279 1.372 0.17 -0.18 -0.39 0.4189
H 6.087 -0.335 0.661 0.10 -0.03 -0.28 0.3271
H 6.157 1.932 2.638 -0.30 0.16 0.17 0.1174
H 6.660 2.248 0.993 -0.20 0.12 -0.19 0.0585
H 2.748 1.820 1.682 -0.19 -0.21 0.01 0.2869
H 3.873 1.279 2.969 -0.25 -0.10 0.20 0.3898
H 4.806 3.497 3.092 0.00 0.05 0.14 -0.8560
H 2.965 4.028 0.797 -0.03 -0.07 -0.15 0.3967
H 4.665 4.293 0.834 0.27 0.02 0.04 -0.1172
H 3.110 6.253 0.865 0.35 0.61 -0.06 0.4273
H 2.401 6.696 3.381 -0.50 0.27 -0.23 0.4195
H 0.049 5.336 3.404 0.17 0.18 -0.24 0.3440
H 0.702 3.210 5.221 0.21 -0.24 0.01 0.4339
H -0.862 3.720 4.674 -0.19 0.04 -0.07 0.3420
H 3.256 3.943 4.574 0.00 -0.31 0.12 0.3986
C 6.851 5.154 -3.713 -0.02 0.04 0.15 -0.5703
C 7.343 5.834 -2.426 -0.03 -0.05 -0.12 -0.9183
C 6.820 5.004 -1.249 0.15 0.34 0.03 -0.2999
S 6.646 3.325 -1.857 0.23 0.18 -0.37 1.3947
O 5.240 2.984 -1.832 0.04 -0.07 0.16 -0.6537
O 7.628 2.480 -1.221 -0.21 -0.17 0.13 -0.7420
C 7.132 3.665 -3.539 0.01 0.14 -0.10 -0.5533
H 7.348 5.550 -4.597 -0.01 -0.03 -0.03 0.4516
H 5.777 5.316 -3.830 0.00 -0.02 -0.05 0.1947
H 8.434 5.845 -2.413 0.00 -0.03 0.00 0.3546
H 7.006 6.868 -2.358 0.00 0.00 0.03 0.3370
H 7.507 5.006 -0.406 -0.08 -0.09 0.08 0.4747
H 5.838 5.337 -0.924 -0.02 -0.04 -0.04 0.0678
H 6.567 3.037 -4.220 0.04 -0.05 0.14 0.2516
H 8.197 3.450 -3.625 0.01 -0.04 0.07 0.3526
C -3.604 -3.165 1.983 0.04 0.16 -0.02 -0.6809
C -2.989 -2.412 0.795 0.07 -0.12 0.35 0.0524
C -2.034 -1.358 1.367 -0.22 0.04 -0.28 -0.7251
S -1.457 -2.008 2.936 -0.07 -0.20 -0.35 1.1557
O -1.945 -1.155 4.001 0.14 0.02 0.08 -0.6347
O -0.060 -2.351 2.840 0.03 0.19 0.29 -0.7225
C -2.441 -3.501 2.911 -0.31 -0.16 -0.03 -0.8427
H -4.130 -4.064 1.663 0.00 -0.01 0.00 0.1865
H -4.320 -2.522 2.501 -0.01 -0.04 0.04 0.3435
H -2.436 -3.108 0.168 -0.01 -0.01 -0.05 0.2769
H -3.748 -1.949 0.176 -0.01 0.05 -0.01 -0.1283
H -1.178 -1.187 0.719 0.07 0.05 0.09 0.3528
H -2.541 -0.415 1.564 0.05 0.01 0.10 0.4229
H -2.748 -3.752 3.924 0.13 0.07 0.06 0.4681
H -1.820 -4.295 2.499 0.07 0.04 0.01 0.3409
C -5.506 -0.998 -4.000 0.10 0.12 -0.10 -0.8335
C -4.661 -1.769 -5.018 0.09 -0.16 0.09 -0.1435
C -3.260 -1.953 -4.412 -0.11 0.14 -0.36 -0.8510
S -3.495 -1.969 -2.633 -0.33 -0.13 -0.49 1.2276
O -2.843 -0.813 -2.058 0.13 -0.18 0.17 -0.6733
O -3.243 -3.300 -2.129 0.20 0.09 0.14 -0.6689
C -5.259 -1.676 -2.659 -0.26 0.11 -0.05 -0.5195
H -6.562 -1.013 -4.262 0.00 -0.06 0.00 0.3975
H -5.182 0.045 -3.957 -0.03 0.00 0.06 0.3429
H -5.124 -2.742 -5.192 0.21 0.28 0.04 0.0004
H -4.609 -1.250 -5.973 0.03 -0.02 -0.01 0.4397
H -2.801 -2.892 -4.711 0.08 -0.01 0.12 0.4237
H -2.598 -1.123 -4.652 0.03 0.01 0.14 0.3308
H -5.539 -1.066 -1.802 0.11 -0.05 0.07 0.4709
H -5.755 -2.645 -2.611 0.03 -0.02 -0.01 0.2228
C -8.476 -5.982 -7.331 0.10 -0.06 0.07 -0.5938
C -8.039 -6.973 -6.243 -0.10 0.06 -0.04 -0.8066
C -7.250 -6.184 -5.193 0.11 -0.34 0.11 0.2048
S -7.885 -4.513 -5.246 -0.18 -0.37 -0.02 1.1954
O -6.829 -3.626 -5.696 -0.39 -0.08 0.07 -0.7222
O -8.612 -4.220 -4.035 0.21 0.28 0.02 -0.7394
C -9.036 -4.772 -6.590 -0.06 -0.07 -0.31 -0.8425
H -9.216 -6.414 -8.003 -0.01 0.01 0.00 0.3796
H -7.611 -5.684 -7.929 -0.02 0.03 -0.02 0.2782
H -8.920 -7.421 -5.779 0.01 0.01 0.02 0.2763
H -7.440 -7.784 -6.654 0.01 -0.01 0.03 0.4112
H -7.390 -6.591 -4.183 0.04 0.37 -0.48 -0.3205
H -6.188 -6.141 -5.435 -0.02 0.13 -0.03 0.4958
H -9.094 -3.873 -7.200 0.04 0.08 0.12 0.4194
H -10.009 -4.989 -6.150 0.02 0.03 0.07 0.3427
C -6.141 -8.651 0.547 0.09 0.07 -0.07 -0.7269
C -5.825 -7.172 0.287 -0.06 -0.04 0.01 -0.5518
C -5.646 -6.999 -1.227 0.12 0.23 0.27 -0.4015
S -6.651 -8.275 -1.994 -0.10 0.06 0.27 1.2220
O -5.786 -9.194 -2.688 -0.08 0.05 -0.17 -0.7005
O -7.776 -7.662 -2.667 0.07 -0.39 0.20 -0.7595
C -7.207 -9.036 -0.475 0.01 -0.07 0.31 -0.7698
H -6.488 -8.819 1.564 -0.01 -0.01 0.00 0.3785
H -5.243 -9.254 0.393 -0.02 -0.03 0.00 0.3255
H -6.658 -6.556 0.632 -0.02 -0.01 -0.02 0.3331
H -4.935 -6.848 0.824 0.02 0.00 -0.01 0.2237
H -5.984 -6.025 -1.574 -0.01 -0.05 -0.13 0.1316
H -4.615 -7.163 -1.534 -0.03 -0.08 -0.08 0.4415
H -7.305 -10.108 -0.623 -0.01 0.02 -0.15 0.4312
H -8.174 -8.601 -0.223 -0.01 0.02 -0.06 0.3362
C 3.273 0.924 -6.067 0.00 0.13 0.01 -0.4793
C 2.519 2.058 -6.776 0.04 -0.07 -0.01 -0.6223
C 3.536 3.167 -7.076 -0.37 0.03 0.08 -0.5923
S 5.128 2.351 -7.250 -0.22 -0.21 -0.19 1.0426
O 5.989 2.786 -6.174 0.02 0.06 -0.24 -0.6129
O 5.559 2.415 -8.620 0.20 0.12 0.11 -0.6983
C 4.547 0.702 -6.878 -0.20 -0.20 0.20 -0.7220
H 2.676 0.016 -6.008 0.01 -0.01 0.00 0.3464
H 3.528 1.228 -5.049 0.02 -0.03 0.00 0.2081
H 2.094 1.686 -7.710 0.02 0.00 -0.01 0.2983
H 1.697 2.436 -6.170 0.00 0.02 -0.01 0.3431
H 3.312 3.697 -7.998 0.14 0.04 -0.02 0.3576
H 3.615 3.875 -6.252 0.11 -0.02 0.01 0.2988
H 5.319 0.159 -6.337 0.10 0.08 -0.06 0.3974
H 4.335 0.208 -7.826 0.05 0.04 -0.04 0.3549
C -3.780 0.633 8.265 0.05 -0.07 -0.06 -0.5404
C -3.669 -0.836 7.834 0.02 0.02 0.07 -0.7311
C -2.209 -1.089 7.435 -0.29 -0.08 -0.17 -0.1029
S -1.224 0.065 8.396 -0.26 -0.32 0.12 1.0228
O -0.596 0.998 7.490 0.18 0.19 -0.05 -0.5403
O -0.451 -0.651 9.377 0.21 0.16 -0.09 -0.6941
C -2.598 0.884 9.198 -0.30 0.14 -0.05 -0.7408
H -4.728 0.840 8.759 0.00 0.01 0.00 0.3455
H -3.708 1.281 7.388 0.00 0.02 0.02 0.2700
H -3.941 -1.481 8.671 0.00 0.01 0.02 0.3270
H -4.343 -1.067 7.010 0.02 0.00 -0.02 0.3411
H -1.886 -2.100 7.667 0.15 0.04 0.02 0.4077
H -2.034 -0.878 6.380 0.08 0.03 0.03 -0.0271
H -2.365 1.937 9.334 0.14 -0.03 0.01 0.3938
H -2.746 0.405 10.165 0.06 -0.03 0.01 0.3502
```
Forces are in eV/Å.

=====

Entry 4:
One molecule with the formula C15H12FN3O4S. Source: OMol25; level of theory: ωB97M-V/def2-TZVPD.

Orbital gap (eV): 8.81

Geometry as XYZ:
```
36
Properties=species:S:1:pos:R:3:forces:R:3:nbo_charge:R:1
C -0.869 -2.672 -1.994 -0.13 -0.08 -0.22 -0.6345
C 0.019 -1.888 -1.088 0.02 0.07 0.02 0.0309
C 1.320 -1.586 -1.475 -0.02 0.11 0.30 -0.2245
C 2.183 -0.883 -0.644 -0.60 -0.03 0.44 0.1392
C 1.749 -0.477 0.627 -0.48 -0.43 -0.58 0.1812
C 0.450 -0.768 1.018 0.52 0.08 -0.06 -0.2079
C -0.399 -1.445 0.165 -0.50 -0.11 0.14 -0.3408
S -2.054 -1.726 0.815 0.11 0.32 0.60 2.3190
O -1.977 -2.627 1.923 0.09 0.05 0.18 -0.9290
O -2.985 -2.000 -0.231 0.19 0.22 -0.22 -0.9187
N -2.424 -0.240 1.509 0.03 -0.97 -0.01 -0.8766
C -2.227 0.972 0.874 0.06 0.70 -0.63 0.2635
C -2.134 1.010 -0.514 -0.05 0.25 -0.12 -0.3681
C -1.904 2.224 -1.131 0.08 0.02 0.16 0.4327
C -1.771 3.406 -0.425 -0.02 -0.04 -0.20 -0.3153
C -1.885 3.355 0.954 0.00 -0.10 -0.09 -0.1620
C -2.102 2.155 1.603 -0.05 -0.26 0.14 -0.3071
H -2.186 2.127 2.679 0.01 0.00 0.15 0.2121
H -1.795 4.263 1.529 0.01 0.07 0.06 0.2223
H -1.592 4.331 -0.947 0.02 0.09 -0.08 0.2338
F -1.797 2.247 -2.475 -0.04 -0.01 0.15 -0.3210
H -2.269 0.116 -1.098 -0.03 0.00 -0.21 0.2453
H -2.469 -0.242 2.514 0.06 -0.22 0.09 0.4241
H 0.101 -0.474 1.995 0.01 0.12 0.16 0.2269
N 2.634 0.202 1.439 0.03 0.14 0.33 -0.5908
C 3.924 0.534 1.120 -0.06 0.30 0.71 0.5675
O 4.630 1.133 1.894 0.08 -0.10 -0.30 -0.5320
C 4.394 0.100 -0.261 0.48 -0.07 -0.55 0.5709
O 5.503 0.326 -0.677 -0.17 0.07 0.28 -0.5268
N 3.471 -0.574 -1.020 0.10 -0.10 -0.31 -0.5719
H 3.785 -0.864 -1.940 0.06 0.11 0.20 0.4226
H 2.319 0.486 2.360 0.19 0.02 -0.15 0.4209
H 1.674 -1.907 -2.444 0.02 -0.06 -0.13 0.2187
H -0.323 -3.004 -2.872 0.03 -0.04 -0.03 0.2152
H -1.722 -2.075 -2.311 -0.03 -0.03 -0.09 0.2425
H -1.274 -3.536 -1.471 -0.03 -0.09 -0.10 0.2375
```
Forces are in eV/Å.

=====

Computed LUMO (Eh) in order:
0.037; -0.018; -0.137; -0.006
Computed electronic energy (hartree) in order:
-290.1747; -394.7498; -7469.6512; -1542.1316